This record from the OMol25 dataset describes a 5-piece molecular cluster, CH11O4S overall in a non-equilibrium geometry. The level of theory is the ωB97M-V functional and the def2-TZVPD basis.

Geometry as XYZ:
```
17
Properties=species:S:1:pos:R:3:forces:R:3:nbo_charge:R:1
C 1.394 -2.062 -0.097 -0.747 -0.688 -0.938 -0.74
S 1.268 -0.368 -0.706 -0.206 1.163 0.363 -0.78
H 0.404 -2.532 -0.058 -0.001 0.058 -0.080 0.18
H 1.832 -2.309 0.873 0.483 0.523 -0.079 0.17
H 1.914 -2.524 -0.942 0.215 -0.630 0.645 0.19
H -1.491 0.357 0.068 1.101 -1.032 -0.144 0.49
H -2.332 1.504 0.131 -0.533 0.794 0.032 0.45
O -2.300 0.626 0.496 -0.344 0.125 0.141 -0.96
H -1.870 -0.878 3.695 -0.405 0.005 -0.026 0.48
H -1.042 -1.968 4.216 0.747 -0.580 0.115 0.46
O -1.935 -1.653 4.269 -0.349 0.594 -0.165 -0.94
H 0.747 2.315 -0.310 0.195 -0.175 0.161 0.49
H 1.715 3.035 -1.211 0.235 -0.107 -0.186 0.47
O 1.042 3.205 -0.554 -0.376 0.072 0.116 -0.97
H -0.063 1.303 -2.620 -0.281 -0.053 0.558 0.48
H 0.773 0.715 -3.675 -0.783 0.267 -0.027 0.47
O -0.055 1.235 -3.575 1.048 -0.337 -0.486 -0.96
```
Positions in Å, forces in eV/Å.

For the highest occupied orbital energy, the calculation gives -3.3 eV. The energy above the lowest of the compared OMol25 structures with the same formula, charge and spin comes out at 22.2 kcal/mol. The charge is -1.



This record from the OMol25 dataset describes C2H4NPS as an isolated structure in a non-equilibrium geometry. The level of theory is the ωB97M-V functional and the def2-TZVPD basis.

Geometry as XYZ:
```
9
Properties=species:S:1:pos:R:3:forces:R:3:nbo_charge:R:1
C -0.488 1.257 -0.010 -1.084 -0.091 -1.010 -0.32
C 0.246 -1.484 -0.263 1.091 1.449 1.351 -0.79
N 0.568 1.161 0.852 0.933 0.017 0.903 -0.84
P 1.456 -0.007 1.267 -1.192 -1.443 -1.541 0.98
S -1.085 -0.438 -0.683 0.053 0.157 0.188 0.12
H -1.368 1.685 0.468 0.014 0.049 -0.001 0.22
H -0.230 1.855 -0.884 0.046 0.107 0.071 0.22
H 0.952 -1.680 -1.060 0.086 -0.135 -0.009 0.20
H -0.051 -2.348 0.314 0.053 -0.110 0.048 0.21
```
Positions in Å, forces in eV/Å.

For the highest occupied orbital energy, the calculation gives -8.4 eV. The energy above the lowest of the compared OMol25 structures with the same formula, charge and spin comes out at 37.0 kcal/mol. The charge is 0.